[1]
Molecular formula: C10H22LiO4
Method: DFT, ωB97M-V/def2-TZVPD

Values from the calculation:
Electronic energy = -702.705980 hartree
E_HOMO = -3.016 eV
Orbital gap = 6.0 eV

```
! RIJCOSX wB97M-V def2-TZVPD def2/J DEFGRID3
* xyz -1 1
Li -0.788 0.528 -0.225
C 0.754 2.708 -1.356
O -0.514 2.442 -0.867
H 1.227 1.812 -1.821
H 0.712 3.403 -2.224
H 1.411 3.143 -0.581
C -2.892 -1.423 0.211
O -2.723 -0.070 0.007
H -3.293 -1.665 1.223
H -3.632 -1.857 -0.494
H -1.932 -1.986 0.154
C 0.647 -2.967 -2.080
C -0.644 -2.544 -2.777
C -0.657 -1.031 -2.635
O -0.015 -0.782 -1.396
C 1.016 -1.738 -1.222
H 1.432 -3.139 -2.823
H 0.579 -3.899 -1.521
H -1.469 -2.980 -2.208
H -0.705 -2.821 -3.829
H -1.631 -0.553 -2.657
H -0.057 -0.596 -3.449
H 1.213 -1.911 -0.167
H 1.935 -1.307 -1.640
C 1.677 1.460 3.184
C 0.475 2.420 3.092
C -0.568 1.525 2.456
O 0.121 0.538 1.683
C 1.514 0.656 1.902
H 1.585 0.855 4.099
H 2.700 1.828 3.300
H 0.758 3.260 2.453
H 0.245 2.750 4.103
H -1.328 2.038 1.870
H -1.107 0.987 3.250
H 1.971 1.248 1.096
H 1.982 -0.331 1.889
*
```

[2]
Molecular formula: C5H14
Method: DFT, ωB97M-V/def2-TZVPD

Values from the calculation:
Electronic energy = -198.848255 hartree
E_HOMO = -10.616 eV
Orbital gap = 11.7 eV

```
! RIJCOSX wB97M-V def2-TZVPD def2/J DEFGRID3
* xyz 0 1
C 0.470 1.164 -1.353
C -0.292 1.434 -0.088
C 0.568 2.172 0.919
H 1.462 1.604 -1.442
H 0.897 0.123 -1.269
H -0.090 1.453 -2.240
H -1.309 1.840 -0.169
H -0.657 0.526 0.440
H 0.169 2.712 1.780
H 1.377 1.537 1.394
H 1.210 2.964 0.533
C 0.250 -2.673 0.384
C -1.069 -1.937 0.100
H 0.365 -3.430 -0.416
H 1.161 -2.038 0.435
H 0.267 -3.197 1.330
H -1.824 -2.482 -0.467
H -0.842 -1.126 -0.597
H -1.530 -1.606 1.046
*
```

[3]
Molecular formula: C7H7Br2NS
Method: DFT, ωB97M-V/def2-TZVPD

Values from the calculation:
Electronic energy = -5871.808939 hartree
E_HOMO = -8.832 eV
Orbital gap = 8.4 eV

```
! RIJCOSX wB97M-V def2-TZVPD def2/J DEFGRID3
* xyz 0 1
C 0.734 1.015 -0.528
C 0.953 -1.032 0.708
C -0.636 1.009 -0.239
C -0.399 -1.077 0.954
C 1.453 -0.045 -0.070
C -1.137 0.021 0.512
C 2.896 -0.016 -0.521
N -3.245 1.065 -0.225
S -2.896 0.025 0.855
Br -3.378 -2.043 0.046
Br -5.002 1.536 -0.286
H 1.133 1.773 -1.235
H 1.575 -1.980 0.930
H -1.161 1.773 -0.622
H -0.815 -1.754 1.661
H 3.181 0.515 -1.390
H 3.672 0.220 0.267
H 3.072 -1.005 -0.819
*
```

[4]
Molecular formula: C44H30N8O2Se2V
Method: DFT, ωB97M-V/def2-TZVPD

Values from the calculation:
Electronic energy = -8030.160321 hartree
E_HOMO (spin up / spin down) = -6.513 / -7.458 eV
Orbital gap (spin up / spin down) = 5.6 / 6.4 eV
Expectation value of S² = 3.815

```
! RIJCOSX wB97M-V def2-TZVPD def2/J DEFGRID3
* xyz 0 4
V 0.117 -0.135 -0.154
O 5.709 0.887 -4.055
C 5.266 -0.237 -3.794
O 5.657 -1.388 -4.016
C 3.912 -0.186 -2.977
C 3.352 -1.350 -2.474
C 2.195 -1.259 -1.715
N 1.658 -0.073 -1.365
C 2.153 1.052 -1.916
C 3.282 1.022 -2.730
C 1.454 2.304 -1.642
C 1.540 3.473 -2.279
C 0.690 4.502 -1.574
C -0.731 4.311 -2.064
C -1.425 3.257 -1.630
N -0.881 2.267 -0.810
C 1.388 -2.396 -1.289
C 1.581 -3.695 -1.749
C 0.693 -4.691 -1.398
C -0.350 -4.356 -0.542
C -0.473 -3.056 -0.111
N 0.348 -2.062 -0.484
H 3.828 -2.295 -2.694
H 3.681 1.927 -3.162
H 2.075 3.681 -3.194
H 1.033 5.529 -1.692
H -1.157 5.009 -2.767
H -2.455 3.083 -1.918
H 2.413 -3.908 -2.402
H 0.802 -5.696 -1.778
H -1.062 -5.096 -0.207
H -1.272 -2.783 0.559
C -1.617 3.228 4.307
C -1.403 3.125 2.921
N -1.424 2.001 2.252
C -1.656 0.851 2.931
C -1.874 0.844 4.336
C -1.846 2.083 5.013
C -2.169 -0.364 4.997
C -2.297 -1.515 4.275
C -2.127 -1.515 2.883
C -1.776 -0.372 2.190
N -1.592 -0.351 0.806
C -2.586 -0.781 -0.009
C -3.869 -1.205 0.350
C -4.778 -1.636 -0.618
C -4.481 -1.609 -1.959
C -3.233 -1.116 -2.382
C -2.869 -0.964 -3.739
C -1.641 -0.441 -4.044
C -0.744 -0.135 -3.016
N -1.032 -0.309 -1.736
C -2.274 -0.744 -1.409
H -1.606 4.196 4.788
H -1.218 4.027 2.344
H -2.024 2.109 6.080
H -2.326 -0.346 6.068
H -2.555 -2.439 4.776
H -2.284 -2.440 2.343
H -4.170 -1.198 1.387
H -5.746 -2.001 -0.301
H -5.194 -1.935 -2.703
H -3.569 -1.250 -4.512
H -1.337 -0.273 -5.067
H 0.231 0.259 -3.266
Se 3.788 -0.786 1.512
Se 2.535 0.707 2.748
C 1.865 1.872 1.365
C 2.540 3.148 1.273
C 2.039 4.161 0.565
C 0.738 3.979 -0.126
C 0.513 2.478 -0.425
N 0.853 1.518 0.599
C 2.948 -2.394 2.156
C 3.557 -3.628 1.951
C 2.975 -4.740 2.531
C 1.822 -4.581 3.286
C 1.291 -3.311 3.417
N 1.836 -2.238 2.853
H 3.456 3.252 1.837
H 2.522 5.128 0.513
H -0.070 4.403 0.480
H -1.443 2.049 0.017
H 4.454 -3.695 1.351
H 3.420 -5.718 2.402
H 1.339 -5.421 3.762
H 0.402 -3.122 4.005
*
```

[5]
Molecular formula: C4H15N2OPb
Method: DFT, ωB97M-V/def2-TZVPD

Values from the calculation:
Electronic energy = -538.789519 hartree
E_HOMO (spin up / spin down) = 0.513 / 0.515 eV
Orbital gap (spin up / spin down) = 2.4 / 2.4 eV

```
! RIJCOSX wB97M-V def2-TZVPD def2/J DEFGRID3
* xyz -1 1
C -0.698 1.170 -2.513
Pb -0.519 0.234 -0.188
N 1.048 -1.550 -1.179
H -1.462 1.634 0.457
H 0.168 1.376 -1.735
H -1.257 2.108 -2.615
H -1.439 0.352 -2.335
H -0.157 0.881 -3.427
H 0.744 -2.387 -0.672
H 2.019 -1.363 -0.903
H 1.037 -1.757 -2.192
C 1.652 0.213 4.359
N 0.831 -0.926 3.950
C 0.393 -1.894 4.958
C 0.467 -1.064 2.688
O 0.829 -0.219 1.797
H 1.862 0.068 5.423
H 1.100 1.153 4.212
H 2.587 0.246 3.781
H -0.703 -1.896 5.048
H 0.716 -2.913 4.700
H 0.835 -1.595 5.910
H -0.186 -1.910 2.446
*
```

[6]
Molecular formula: H18O9
Method: DFT, ωB97M-V/def2-TZVPD

Values from the calculation:
Electronic energy = -687.891746 hartree
E_HOMO = -10.505 eV
Orbital gap = 10.0 eV

```
! RIJCOSX wB97M-V def2-TZVPD def2/J DEFGRID3
* xyz 0 1
O -0.232 -0.016 0.611
H 0.480 0.577 0.806
H -0.326 0.070 -0.341
O 1.665 1.793 0.817
H 1.803 1.926 1.763
H 2.552 1.631 0.544
O -1.778 -1.148 2.366
H -1.141 -0.751 1.788
H -1.718 -2.028 2.033
O -0.960 -2.312 -0.762
H -0.469 -2.569 -1.520
H -1.692 -1.980 -1.224
O -0.496 0.309 -2.065
H -1.267 -0.222 -1.998
H -0.455 0.811 -2.887
O 0.297 3.314 -0.946
H 0.412 2.637 -0.270
H 0.776 2.788 -1.618
O 2.028 -0.738 -0.994
H 1.382 -0.533 -1.647
H 1.774 -0.003 -0.382
O -2.631 1.282 0.671
H -1.970 1.841 1.042
H -2.087 0.483 0.675
O 1.676 -2.515 1.410
H 0.997 -2.986 0.918
H 1.377 -1.662 1.201
*
```

[7]
Molecular formula: C23H43GdN2OP3S
Method: DFT, ωB97M-V/def2-TZVPD

Values from the calculation:
Electronic energy = -3273.871640 hartree
E_HOMO (spin up / spin down) = -17.255 / -17.255 eV
Orbital gap (spin up / spin down) = 7.5 / 5.5 eV
Expectation value of S² = 16.060

```
! RIJCOSX wB97M-V def2-TZVPD def2/J DEFGRID3
* xyz 3 8
Gd 0.300 0.447 0.323
P -1.258 -1.787 -0.860
P 2.139 -1.456 1.093
P 1.250 0.284 -2.336
H -2.748 3.217 1.283
C -2.982 3.019 0.250
C -3.186 1.789 -0.245
H -3.166 0.828 0.304
C -2.678 -2.624 -0.049
C -0.408 -3.385 -1.182
C -2.066 -1.596 -2.495
C 3.360 -0.334 1.892
C 1.938 -2.766 2.357
C 3.198 -2.331 -0.113
C 0.258 1.226 -3.534
C 1.604 -1.266 -3.235
C 2.948 1.002 -2.312
H -3.011 3.875 -0.418
H -3.343 1.670 -1.298
H -3.290 -1.907 0.504
H -2.321 -3.396 0.644
H -3.291 -3.110 -0.821
H -0.186 -3.889 -0.237
H 0.514 -3.253 -1.746
H -1.104 -4.013 -1.753
H -2.832 -0.816 -2.427
H -2.549 -2.558 -2.725
H -1.362 -1.331 -3.289
H 4.261 -0.934 2.077
H 2.976 0.055 2.844
H 3.605 0.526 1.250
H 2.900 -3.284 2.485
H 1.173 -3.508 2.075
H 1.606 -2.316 3.305
H 4.017 -2.788 0.459
H 3.593 -1.632 -0.861
H 2.634 -3.119 -0.630
H 0.944 1.669 -4.268
H -0.325 2.036 -3.070
H -0.431 0.543 -4.048
H 2.155 -0.958 -4.132
H 0.682 -1.780 -3.532
H 2.238 -1.924 -2.626
H 3.165 1.186 -3.376
H 3.635 0.241 -1.908
H 3.102 1.928 -1.727
C 0.798 4.372 -0.933
C 2.038 5.040 -0.905
C 2.102 6.404 -1.203
C 0.940 7.134 -1.466
C -0.234 6.410 -1.710
C -0.290 5.034 -1.506
S 0.654 2.683 -0.519
H 0.662 2.383 0.987
H 2.949 4.449 -0.732
H 3.079 6.887 -1.251
H 0.978 8.218 -1.652
H -1.092 6.905 -2.135
H -1.125 4.428 -1.881
N -2.092 -4.599 4.374
C -1.480 -3.903 3.365
O -0.841 -4.484 2.475
C -1.709 -2.426 3.361
C -2.616 -1.728 4.183
C -2.711 -0.349 4.028
C -1.948 0.311 3.068
N -1.132 -0.357 2.203
C -1.065 -1.697 2.347
H -1.874 -5.581 4.432
H -2.584 -4.166 5.120
H -3.256 -2.260 4.887
H -3.376 0.265 4.646
H -1.947 1.398 2.942
H -0.487 -2.253 1.587
*
```

[8]
Molecular formula: C6H10N
Method: DFT, ωB97M-V/def2-TZVPD

Values from the calculation:
Electronic energy = -289.018958 hartree
E_HOMO = -14.278 eV
Orbital gap = 9.2 eV

```
! RIJCOSX wB97M-V def2-TZVPD def2/J DEFGRID3
* xyz 1 1
C 0.210 1.288 3.495
C -0.113 0.640 2.249
C -0.301 0.353 1.077
C -0.703 0.118 -0.204
N -0.092 -0.413 -1.241
C -0.779 -0.537 -2.511
C 1.306 -0.911 -1.262
H 1.145 1.850 3.358
H -0.724 1.935 3.772
H 0.021 0.518 4.315
H -1.780 0.325 -0.318
H -1.708 -0.028 -2.423
H -1.137 -1.584 -2.661
H -0.164 -0.176 -3.316
H 1.829 -0.466 -2.101
H 1.147 -1.932 -1.865
H 1.845 -0.979 -0.366
*
```